--- P ---
Entry from the OMol25 dataset: a 9-piece molecular cluster, C14H46O9 overall (wB97M-V/def2-TZVPD).

Computed properties:
Total charge: 0
Kohn-Sham gap: 9.50 eV
SMILES string: CCO.CCO.CCO.CCO.CCO.CO.CO.CO.CO
LUMO: 0.22 eV

Each line ends with the Mulliken charge.
Element x y z (Å)
1 O -13.601 -15.268 13.175  -0.495
2 O -14.642 -18.437 6.372  -0.661
3 O -12.777 -18.378 10.139  0.308
4 O -18.372 -15.217 7.570  -0.585
5 O -12.159 -20.612 9.000  -0.460
6 O -11.689 -17.436 12.738  -0.348
7 O -12.849 -17.105 7.802  -0.554
8 O -15.604 -14.230 11.610  -0.418
9 O -10.737 -14.243 10.159  -0.598
10 C -11.658 -15.296 10.429  1.611
11 C -13.853 -18.789 10.981  -1.249
12 C -13.911 -15.183 14.501  -0.641
13 C -17.455 -15.658 8.476  0.200
14 C -13.876 -13.709 14.810  -1.111
15 C -15.255 -19.441 7.257  -0.406
16 C -14.752 -17.600 11.018  0.714
17 C -11.147 -20.993 9.800  -0.442
18 C -10.085 -19.918 9.832  -0.892
19 C -17.735 -13.527 12.055  -1.350
20 C -16.695 -14.546 12.414  0.174
21 C -10.469 -18.088 12.788  -0.917
22 C -11.496 -17.454 7.420  -0.507
23 C -16.035 -15.575 7.923  -0.314
24 H -11.356 -18.559 7.357  0.092
25 H -12.932 -17.544 8.653  0.418
26 H -15.898 -16.443 7.280  0.193
27 H -11.134 -17.060 6.445  0.356
28 H -14.924 -15.515 14.664  0.400
29 H -13.103 -13.138 14.393  0.345
30 H -13.292 -18.924 11.932  0.850
31 H -9.726 -19.667 8.870  0.292
32 H -13.202 -15.741 15.078  0.423
33 H -12.079 -21.117 8.109  0.350
34 H -15.644 -17.717 11.660  0.554
35 H -14.182 -19.721 10.482  0.322
36 H -17.027 -15.515 12.235  0.099
37 H -11.138 -13.462 10.585  0.343
38 H -17.394 -12.468 12.235  0.266
39 H -9.851 -17.856 13.638  0.352
40 H -10.421 -19.030 10.350  -0.050
41 H -16.132 -19.810 6.844  0.428
42 H -10.858 -21.987 9.517  0.527
43 H -12.687 -15.381 13.088  -0.175
44 H -10.844 -17.115 8.258  0.170
45 H -15.718 -14.713 7.349  0.537
46 H -15.291 -18.977 8.230  -0.060
47 H -13.952 -17.957 6.796  0.477
48 H -11.536 -21.120 10.890  0.136
49 H -18.155 -14.294 7.304  0.362
50 H -9.821 -17.753 11.911  0.284
51 H -14.957 -17.280 10.017  -0.783
52 H -18.158 -13.699 11.051  0.244
53 H -16.320 -14.346 13.441  0.256
54 H -18.508 -13.550 12.809  0.394
55 H -12.344 -19.113 9.756  0.046
56 H -14.228 -16.729 11.402  -0.447
57 H -14.800 -13.311 14.608  0.342
58 H -15.309 -15.686 8.765  -0.254
59 H -12.616 -15.305 9.952  0.066
60 H -17.572 -15.020 9.438  -0.389
61 H -9.323 -20.364 10.437  0.405
62 H -10.533 -19.076 12.634  0.380
63 H -11.980 -15.299 11.494  -0.575
64 H -17.772 -16.569 8.853  0.346
65 H -11.161 -16.281 10.218  -0.535
66 H -14.857 -14.418 12.116  0.405
67 H -13.724 -13.530 15.861  0.413
68 H -14.695 -20.332 7.295  0.211
69 H -12.205 -17.907 12.076  0.125

=====

--- Q ---
Entry from the OMol25 dataset: a 9-piece molecular cluster, C14H46O9 overall (wB97M-V/def2-TZVPD).

Computed properties:
Total charge: 0
Kohn-Sham gap: 10.18 eV
SMILES string: CC(C)O.CC(C)O.CC(C)O.CO.CO.CO.CO.CO.O
LUMO: 0.13 eV

Each line ends with the Mulliken charge.
Element x y z (Å)
1 O -3.591 -7.257 -0.272  -0.555
2 O 6.395 -2.923 -1.202  -0.569
3 O 1.873 3.797 -2.935  -0.495
4 O 5.273 5.637 4.760  -0.488
5 O 0.292 0.573 0.431  -0.490
6 O -3.814 4.532 -1.724  -0.509
7 O 4.738 0.395 2.569  -0.638
8 O -5.447 -0.324 -4.192  -0.498
9 O 0.385 1.116 5.712  -0.505
10 C 4.516 -3.522 -2.520  -1.359
11 C 6.220 -5.233 -1.918  -1.133
12 C -4.640 -0.593 -5.308  -0.543
13 C -4.679 4.704 0.704  -1.150
14 C -0.610 -0.446 0.007  -0.508
15 C 0.075 -0.239 6.161  -0.488
16 C -3.113 -6.725 1.959  -1.215
17 C -4.464 5.326 -0.758  0.424
18 C 4.371 6.000 3.722  -0.482
19 C 5.470 -4.029 -1.414  0.410
20 C -3.135 -6.166 0.517  0.307
21 C -4.228 -5.011 0.331  -1.137
22 C -3.903 6.777 -0.821  -1.314
23 C 3.043 4.001 -3.781  -0.456
24 H -2.569 -7.664 2.055  0.359
25 H 0.072 0.695 1.357  0.317
26 H 6.585 -2.440 -2.010  0.322
27 H 3.922 4.013 -3.137  0.230
28 H 5.582 -6.116 -1.969  0.365
29 H -5.098 5.504 1.315  0.322
30 H 4.846 -4.499 -0.653  0.271
31 H -5.102 -1.076 -6.168  0.247
32 H 4.828 5.987 2.733  0.212
33 H 4.140 7.034 3.977  0.245
34 H -0.161 -1.392 -0.293  0.211
35 H 5.359 -0.117 2.051  0.323
36 H 1.235 1.373 6.076  0.294
37 H -2.470 -6.127 2.605  0.354
38 H 2.855 4.940 -4.302  0.196
39 H 4.022 0.587 1.964  0.316
40 H -2.880 4.722 -1.603  0.351
41 H -4.349 -4.502 1.287  0.331
42 H 4.142 -2.502 -2.434  0.369
43 H -4.121 -6.911 2.330  0.295
44 H -2.148 -5.843 0.188  0.311
45 H 4.652 5.442 5.466  0.305
46 H -3.996 -4.282 -0.445  0.272
47 H -3.965 7.331 -1.758  0.329
48 H 4.953 -3.471 -3.518  0.367
49 H -1.161 0.006 -0.818  0.208
50 H 0.814 -0.892 5.697  0.236
51 H -4.472 7.429 -0.157  0.376
52 H 0.280 -0.283 7.231  0.243
53 H -3.757 4.286 1.109  0.294
54 H -3.939 -1.395 -5.076  0.242
55 H -5.123 0.442 -3.713  0.311
56 H -5.261 -5.343 0.232  0.343
57 H 7.020 -5.394 -1.196  0.309
58 H -1.306 -0.622 0.827  0.260
59 H 6.695 -5.091 -2.889  0.277
60 H -2.961 6.836 -0.277  0.381
61 H 3.258 3.221 -4.512  0.241
62 H 3.461 5.403 3.781  0.209
63 H 3.656 -4.182 -2.635  0.370
64 H -5.336 3.835 0.671  0.307
65 H -4.524 -7.406 -0.105  0.334
66 H -0.938 -0.565 5.922  0.219
67 H -4.067 0.257 -5.677  0.241
68 H 1.799 2.963 -2.465  0.283
69 H -5.498 5.418 -1.093  0.191

=====

Stability, lowest: P

=====

--- P ---
Entry from the OMol25 dataset: a single C4H3I molecule (wB97M-V/def2-TZVPD).

Computed properties:
Total charge: 0
Kohn-Sham gap (alpha / beta): 7.33 / 7.33 eV
SMILES string: C=C=C=CI
LUMO (alpha / beta): -1.63 / -1.63 eV

Each line ends with the Mulliken charge.
Element x y z (Å)
1 I 1.897 -2.692 1.419  -0.172
2 C -0.087 1.490 -1.369  -0.980
3 C -0.333 -0.366 0.364  0.464
4 C -0.232 0.519 -0.549  0.636
5 C -0.282 -1.122 1.406  -0.891
6 H -0.914 2.082 -1.439  0.249
7 H -0.766 -1.759 2.229  0.426
8 H 0.717 1.848 -2.059  0.269

=====

--- Q ---
Entry from the OMol25 dataset: a single C4H3I molecule (wB97M-V/def2-TZVPD).

Computed properties:
Total charge: 0
Kohn-Sham gap: 9.03 eV
SMILES string: IC1C2=C1C2
LUMO: -0.54 eV

Each line ends with the Mulliken charge.
Element x y z (Å)
1 I 1.933 -0.685 2.236  0.035
2 C 0.623 0.097 -0.475  -0.284
3 C -0.438 -0.617 0.223  -0.283
4 C -0.684 -0.111 -1.153  -0.099
5 C 0.468 0.262 0.979  -0.155
6 H 0.158 1.190 1.459  0.376
7 H -1.365 0.724 -1.333  0.202
8 H -0.695 -0.859 -1.936  0.208

=====

Stability, lowest: Q

=====

--- P ---
Entry from the OMol25 dataset: a 2-piece molecular cluster, C4H13N2O overall (wB97M-V/def2-TZVPD).

Computed properties:
<S²>: 0.754
Total charge: 0
Spin multiplicity: 2
Kohn-Sham gap (alpha / beta): 10.51 / 8.38 eV
LUMO (alpha / beta): 0.92 / -1.12 eV

Each line ends with the Mulliken charge.
Element x y z (Å)
1 O -0.274 -1.858 -0.968  -0.697
2 N 0.346 0.512 -0.237  -0.356
3 N 2.620 -0.324 0.200  -0.473
4 C -1.972 0.542 0.919  -0.232
5 C 1.755 0.889 -0.163  -0.552
6 C -2.357 0.382 -0.522  -1.138
7 C -0.303 0.208 1.011  -0.756
8 H -0.048 -0.881 -0.722  0.499
9 H 2.149 1.186 -1.173  0.272
10 H -2.440 -0.583 -0.907  0.321
11 H 0.208 -2.444 -1.524  0.251
12 H -1.640 0.914 -1.226  0.267
13 H -2.530 0.026 1.736  0.326
14 H 2.778 -0.949 -0.581  0.191
15 H -3.310 0.910 -0.688  0.368
16 H -0.103 -0.880 1.279  0.328
17 H 3.415 -0.041 0.787  0.203
18 H 1.989 1.673 0.566  0.426
19 H 0.120 0.841 1.814  0.546
20 H -1.896 1.648 1.169  0.206

=====

--- Q ---
Entry from the OMol25 dataset: a 2-piece molecular cluster, C4H13N2O overall (wB97M-V/def2-TZVPD).

Computed properties:
<S²>: 0.753
Total charge: 0
Spin multiplicity: 2
Kohn-Sham gap (alpha / beta): 3.50 / 7.72 eV
LUMO (alpha / beta): 0.45 / 0.40 eV

Each line ends with the Mulliken charge.
Element x y z (Å)
1 O 1.944 -1.588 0.766  -0.468
2 N 0.491 0.158 -0.520  -0.357
3 N -1.900 2.951 0.031  -0.609
4 C 1.152 -2.426 -0.073  -0.611
5 C -0.224 -2.520 0.096  -0.720
6 C -0.623 1.098 -0.806  -0.768
7 C -0.775 2.082 0.338  -0.485
8 H 0.353 -0.346 0.360  0.192
9 H -1.800 3.820 0.543  0.236
10 H -1.524 0.493 -0.938  0.388
11 H 1.723 -3.077 -0.720  0.422
12 H -0.949 1.523 1.262  0.314
13 H -0.389 1.623 -1.732  0.319
14 H 1.372 0.665 -0.414  0.340
15 H 2.463 -2.145 1.383  0.253
16 H -0.789 -3.289 -0.411  0.184
17 H -2.742 2.524 0.397  0.243
18 H 0.123 2.662 0.420  0.407
19 H -0.774 -1.858 0.771  0.272
20 H 0.634 -0.575 -1.232  0.449

=====

Stability, lowest: Q

=====

--- P ---
Entry from the OMol25 dataset: a single C9H13N3 molecule (wB97M-V/def2-TZVPD).

Computed properties:
Total charge: 0
Kohn-Sham gap (alpha / beta): 7.59 / 7.59 eV
SMILES string: CC1=c2[nH]nnc2=CCC1(C)C
LUMO (alpha / beta): 0.14 / 0.14 eV

Each line ends with the Mulliken charge.
Element x y z (Å)
1 N -0.937 -1.417 2.197  0.121
2 N -2.313 -2.416 0.777  -0.326
3 N -1.930 -2.342 1.973  -0.638
4 C -1.407 -1.589 -0.020  0.261
5 C 0.425 0.003 0.702  0.022
6 C -0.834 1.527 -0.700  -1.937
7 C 0.085 -0.651 -1.718  -0.551
8 C 1.667 1.168 -1.173  -1.771
9 C -1.110 -1.570 -1.339  -0.692
10 C 0.383 0.561 -0.740  1.762
11 C -0.565 -0.953 1.004  0.514
12 C 1.216 0.560 1.871  -1.641
13 H 2.526 0.507 -0.767  0.332
14 H -0.846 -0.947 3.047  0.225
15 H -0.943 2.123 -1.549  0.518
16 H -1.711 1.070 -0.529  0.527
17 H 0.002 -0.306 -2.797  0.351
18 H 1.654 1.412 -2.264  0.382
19 H 1.573 1.608 1.579  0.344
20 H 2.014 -0.078 2.106  0.318
21 H -0.516 2.358 -0.089  0.414
22 H 1.833 2.149 -0.747  0.421
23 H 0.990 -1.363 -1.411  0.233
24 H 0.517 0.657 2.680  0.470
25 H -1.771 -2.071 -2.095  0.341

=====

--- Q ---
Entry from the OMol25 dataset: a single C9H13N3 molecule (wB97M-V/def2-TZVPD).

Computed properties:
Total charge: 0
Kohn-Sham gap (alpha / beta): 6.88 / 6.88 eV
LUMO (alpha / beta): 0.76 / 0.76 eV

Each line ends with the Mulliken charge.
Element x y z (Å)
1 N 0.084 -1.469 0.131  -0.948
2 N -2.371 -2.822 0.421  -0.573
3 N 0.079 -0.187 0.193  0.563
4 C 1.436 0.300 0.042  -0.457
5 C -1.090 0.511 0.214  0.579
6 C -0.828 1.936 0.339  -1.145
7 C 2.311 -0.936 -0.158  0.167
8 C -3.708 0.173 -0.125  -1.376
9 C -2.092 -1.682 0.141  0.848
10 C 3.749 -1.098 -0.286  -1.106
11 C 1.331 -1.945 -0.106  -0.544
12 C -2.265 -0.362 0.114  0.079
13 H -2.227 -3.630 -0.068  0.270
14 H 4.230 -1.325 0.657  0.241
15 H -3.609 1.239 0.008  0.294
16 H -4.200 -0.211 -1.001  0.340
17 H 3.980 -1.930 -1.026  0.306
18 H -0.090 2.122 -0.541  0.188
19 H 4.103 -0.201 -0.851  0.300
20 H -1.683 2.721 0.409  0.332
21 H -0.142 2.090 1.186  0.283
22 H -4.311 -0.138 0.721  0.313
23 H 1.431 0.920 -0.815  0.377
24 H 1.597 1.102 0.802  0.241
25 H 1.529 -2.971 -0.336  0.424

=====

Stability, lowest: Q